1.
Below is a molecular structure, C2H4CuO4S in a non-equilibrium geometry, with properties calculated with ωB97M-V/def2-TZVPD.

Output
Expectation value of S²   0.756
2S+1   2
Largest force on an atom   4.07 eV Å⁻¹
Frontier orbital gap (spin up / spin down)   7.8 / 6.7 eV
E_LUMO (spin up / spin down)   -0.953 / -1.955 eV
Net charge   0
ΔE to the lowest compared entry with this formula, charge and spin   0.0 kcal/mol
E   -2418.0978 Ha

Atoms and positions in Å:
S 2.520 0.928 0.403
O 2.818 -0.318 -0.389
O 1.941 1.990 -0.632
O 1.119 0.637 1.170
C -0.782 -1.126 0.307
C -1.672 -0.162 -0.387
O -1.311 1.002 -0.666
Cu 0.184 1.839 0.036
H -1.153 -2.150 0.139
H 0.160 -1.161 -0.264
H -1.362 -0.873 1.301
H -2.462 -0.606 -1.017

***

2.
Below is a molecular structure, C13H18ClCoIN2O2P in a non-equilibrium geometry, with properties calculated with ωB97M-V/def2-TZVPD.

Output
Expectation value of S²   6.029
2S+1   5
Largest force on an atom   3.60 eV Å⁻¹
Frontier orbital gap (spin up / spin down)   8.8 / 6.0 eV
E_LUMO (spin up / spin down)   -6.483 / -9.303 eV
Net charge   +2
ΔE to the lowest compared entry with this formula, charge and spin   0.0 kcal/mol
E   -3247.5205 Ha

Atoms and positions in Å:
C 0.475 -1.714 -1.713
C 1.556 -0.984 -2.488
H 0.994 -2.503 -1.152
H -0.233 -2.159 -2.423
H -0.071 -1.086 -0.997
O 2.306 -1.599 -3.313
I 2.529 0.530 -1.418
Co -1.979 0.425 0.840
P 0.440 0.614 -3.450
C 1.713 1.211 -4.602
C -0.751 -0.376 -4.362
H -1.438 1.331 -2.134
H -0.833 2.615 -3.204
H -0.022 2.233 -1.650
C -0.531 1.811 -2.522
H -1.669 -0.484 -3.768
H -0.950 0.206 -5.274
H 1.306 1.077 -5.627
H 2.614 0.581 -4.500
H -0.310 -1.358 -4.585
H 1.960 2.267 -4.397
C 0.507 0.337 0.912
O 1.354 0.193 1.680
Cl -3.391 1.521 -0.417
N -0.552 -2.203 3.463
C -1.084 -1.967 2.257
N -1.421 -0.660 2.174
C -1.053 -0.039 3.401
C -0.694 1.300 3.571
C -0.033 1.637 4.762
C 0.359 0.637 5.661
C 0.166 -0.723 5.380
C -0.564 -1.031 4.231
H -0.230 -3.096 3.786
H -1.078 -2.661 1.417
H -0.911 2.076 2.832
H 0.189 2.679 5.008
H 0.839 0.905 6.607
H 0.490 -1.543 6.013

***

3.
Below is a molecular structure, C14H25N7PdS in a non-equilibrium geometry, with properties calculated with ωB97M-V/def2-TZVPD.

Output
Largest force on an atom   1.29 eV Å⁻¹
Frontier orbital gap (spin up / spin down)   7.7 / 7.7 eV
E_LUMO (spin up / spin down)   -6.352 / -6.352 eV
Net charge   +2
ΔE to the lowest compared entry with this formula, charge and spin   16.9 kcal/mol
E   -1457.3477 Ha

Atoms and positions in Å:
Pd 0.725 -0.702 0.246
C -0.816 -0.681 4.204
C -0.539 -0.941 2.763
N 0.557 -0.596 2.171
N 1.519 0.061 2.925
C 2.691 -0.035 2.359
N 3.759 0.485 2.974
S 2.943 -0.857 0.830
C -1.493 -1.717 1.947
C -2.607 -2.330 2.494
C -3.373 -3.164 1.692
C -2.996 -3.366 0.375
C -1.882 -2.696 -0.104
N -1.151 -1.879 0.654
H -0.067 -0.027 4.633
H -0.818 -1.621 4.760
H -1.804 -0.230 4.309
H 3.667 0.801 3.926
H 4.681 0.357 2.596
H -2.863 -2.176 3.532
H -4.242 -3.662 2.099
H -3.547 -4.034 -0.273
H -1.550 -2.836 -1.126
N -1.386 0.406 -2.078
C -0.766 1.474 -2.965
C 0.490 0.886 -3.586
C 1.621 0.619 -2.591
N 1.424 -0.657 -1.807
C 1.886 1.822 -1.673
C 0.654 2.535 -1.103
N 0.133 1.807 0.080
C -0.453 2.715 -2.142
H -1.633 -0.422 -2.619
H -2.225 0.730 -1.595
H -0.670 0.146 -1.373
H -1.516 1.696 -3.723
H 0.860 1.625 -4.298
H 0.263 -0.007 -4.177
H 2.517 0.460 -3.191
H 2.361 -0.931 -1.521
H 1.129 -1.399 -2.439
H 2.469 2.547 -2.245
H 2.530 1.503 -0.850
H 0.966 3.542 -0.814
H -0.734 2.234 0.395
H 0.781 1.930 0.854
H -0.137 3.481 -2.854
H -1.360 3.105 -1.670

***

4.
Below is a molecular structure, C16H6AsBr2CaCl5F6NO2 in a non-equilibrium geometry, with properties calculated with ωB97M-V/def2-TZVPD.

Output
Expectation value of S²   0.789
2S+1   2
Largest force on an atom   2.92 eV Å⁻¹
Frontier orbital gap (spin up / spin down)   6.1 / 2.8 eV
E_LUMO (spin up / spin down)   -1.070 / -4.403 eV
Net charge   0
ΔE to the lowest compared entry with this formula, charge and spin   0.0 kcal/mol
E   -11780.3360 Ha

Atoms and positions in Å:
Ca -3.827 -7.870 -13.120
C -0.083 -7.238 -15.480
C -1.154 -7.505 -16.455
C -0.870 -7.767 -17.819
C -1.855 -7.892 -18.771
C -3.182 -7.920 -18.251
C -4.258 -8.259 -19.125
Br -4.077 -8.622 -20.979
C -5.534 -8.361 -18.556
C -5.751 -8.152 -17.213
Br -7.500 -8.566 -16.723
C -4.743 -7.759 -16.255
O -4.925 -7.687 -14.999
C -3.376 -7.651 -16.824
N -2.377 -7.471 -15.955
H 0.931 -7.381 -15.893
H -0.181 -7.891 -14.615
H -0.190 -6.227 -15.119
H 0.154 -7.829 -18.090
H -1.657 -7.971 -19.828
H -6.369 -8.713 -19.214
Cl 1.941 -11.974 -9.598
C 0.738 -11.375 -10.643
C 0.568 -9.938 -10.680
Cl 1.465 -8.884 -9.735
C -0.454 -9.378 -11.390
Cl -0.795 -7.683 -11.477
C -1.389 -10.228 -12.085
O -2.376 -9.679 -12.667
C -1.159 -11.642 -12.063
Cl -2.166 -12.674 -12.924
C -0.130 -12.205 -11.324
Cl -0.008 -13.866 -11.050
F -4.574 -6.127 -11.501
As -5.577 -7.083 -10.238
F -5.234 -8.568 -11.527
F -4.086 -7.579 -9.441
F -6.543 -8.113 -9.201
F -5.906 -5.762 -9.109
F -7.004 -6.676 -11.151

***

5.
Below is 2 unconnected molecules or ions with the total composition C5H13NO2 in a non-equilibrium geometry, with properties calculated with ωB97M-V/def2-TZVPD.

Output
Largest force on an atom   2.05 eV Å⁻¹
Frontier orbital gap   10.2 eV
E_LUMO   0.722 eV
Net charge   0
ΔE to the lowest compared entry with this formula, charge and spin   22.8 kcal/mol
E   -403.5403 Ha

Atoms and positions in Å:
C 0.923 1.930 0.560
C 0.864 0.546 1.223
C 0.214 -0.384 0.209
O 0.940 -0.877 -0.652
N -1.105 -0.625 0.283
C -1.742 -1.488 -0.723
C -2.132 -0.013 1.136
H 1.373 1.906 -0.440
H 1.578 2.536 1.189
H -0.056 2.395 0.478
H 1.824 0.170 1.573
H 0.169 0.649 2.074
H -2.101 -2.381 -0.191
H -0.964 -1.898 -1.360
H -2.598 -0.977 -1.181
H -1.668 0.873 1.578
H -2.496 -0.693 1.925
H -2.999 0.182 0.509
O 3.683 -0.504 -2.788
H 3.133 -0.966 -3.411
H 3.160 -0.380 -1.991

***

6.
Below is 2 unconnected molecules or ions with the total composition C5H11Cl2NO3P in a non-equilibrium geometry, with properties calculated with ωB97M-V/def2-TZVPD.

Output
Expectation value of S²   2.009
2S+1   3
Largest force on an atom   7.48 eV Å⁻¹
Frontier orbital gap (spin up / spin down)   6.1 / 4.3 eV
E_LUMO (spin up / spin down)   3.024 / -0.725 eV
Net charge   -1
E   -1739.3046 Ha

Atoms and positions in Å:
C 0.513 -0.237 -0.931
C 0.818 -0.295 1.430
C 1.792 -1.335 1.282
C -0.939 2.498 -0.575
C -1.006 1.020 0.574
N 0.104 0.202 0.435
O -2.511 0.345 -1.611
O -2.190 -1.424 0.331
O -3.636 0.581 0.747
P -2.547 0.109 -0.143
Cl 3.847 0.101 -0.719
Cl -0.931 3.960 0.410
H 0.358 0.488 -1.726
H 1.618 -0.383 -1.045
H -0.213 -0.900 -1.157
H 0.518 -0.047 2.483
H -2.564 -1.494 1.149
H 1.412 -2.015 0.577
H 2.033 -1.792 2.197
H -1.885 2.656 -1.173
H 0.037 2.366 -1.161
H -1.304 1.424 1.515
H 2.609 -0.803 0.682

***

7.
Below is a molecular structure, C11H17BClCrF4N3OS in a non-equilibrium geometry, with properties calculated with ωB97M-V/def2-TZVPD.

Output
Expectation value of S²   3.817
2S+1   4
Largest force on an atom   6.02 eV Å⁻¹
Frontier orbital gap (spin up / spin down)   5.5 / 5.7 eV
E_LUMO (spin up / spin down)   2.676 / 2.659 eV
Net charge   -1
ΔE to the lowest compared entry with this formula, charge and spin   123.5 kcal/mol
E   -2996.1887 Ha

Atoms and positions in Å:
Cr 0.019 0.011 0.001
O 0.546 1.596 -0.012
Cl 2.442 -2.241 0.018
C 0.650 -2.053 0.017
H 0.255 -2.540 0.916
H 0.257 -2.551 -0.874
S -1.947 1.438 -0.012
C -1.880 1.597 -1.672
N -2.529 0.736 -2.488
C -2.381 0.724 -3.931
C -2.124 2.126 -4.453
C -0.962 2.713 -3.675
N -1.194 2.602 -2.248
H -2.990 -0.042 -2.028
H -3.292 0.304 -4.361
H -1.547 0.056 -4.178
H -3.015 2.742 -4.303
H -1.906 2.108 -5.523
H -0.822 3.770 -3.914
H -0.030 2.184 -3.906
H -0.674 3.190 -1.614
C 6.340 0.002 0.010
C 4.837 0.007 0.002
C 4.120 0.114 -1.183
C 2.738 0.114 -1.128
N 2.040 0.008 0.005
C 2.747 -0.087 1.145
C 4.126 -0.093 1.193
H 6.745 0.089 -1.000
H 6.714 -0.930 0.442
H 6.719 0.843 0.597
H 4.620 0.200 -2.139
H 2.143 0.203 -2.030
H 2.156 -0.160 2.050
H 4.633 -0.176 2.146
F -1.553 -1.136 0.006
B -2.724 -1.986 -0.003
F -3.732 -1.372 -0.792
F -2.383 -3.233 -0.561
F -3.182 -2.157 1.313

***

8.
Below is a molecular structure, C19H26ClN3OPd in a non-equilibrium geometry, with properties calculated with ωB97M-V/def2-TZVPD.

Output
Expectation value of S²   6.019
2S+1   5
Largest force on an atom   5.31 eV Å⁻¹
Frontier orbital gap (spin up / spin down)   4.9 / 5.1 eV
E_LUMO (spin up / spin down)   -8.369 / -8.436 eV
Net charge   +2
E   -1566.3613 Ha

Atoms and positions in Å:
C -0.121 -0.015 -5.685
C 1.254 0.476 -5.397
C -0.382 -1.480 -5.519
C -1.248 0.925 -5.457
Cl -0.206 -0.096 -1.918
H -0.435 -1.985 -6.501
H -1.312 -1.668 -4.976
H 0.382 -1.973 -4.911
H 1.780 0.725 -6.332
H 1.859 -0.256 -4.846
H 1.247 1.369 -4.757
H -1.620 1.351 -6.403
H -0.964 1.749 -4.790
H -2.085 0.446 -4.937
C 1.025 -1.963 1.502
C 0.501 -3.056 0.749
C 0.759 -2.832 -0.632
H 0.007 -3.930 1.192
C 1.517 -1.653 -0.780
C 1.684 -1.053 0.555
H 2.350 -0.239 0.827
H 1.006 -1.833 2.591
H 0.451 -3.497 -1.422
H 1.995 -1.265 -1.653
C -2.271 -0.029 0.820
C -2.404 -1.321 1.425
C -2.465 -2.293 0.397
H -2.463 -1.523 2.513
C -2.385 -1.657 -0.837
C -2.319 -0.247 -0.622
H -2.455 0.569 -1.329
H -2.328 0.953 1.314
H -2.574 -3.384 0.558
H -2.400 -2.151 -1.810
Pd -0.180 -0.139 0.228
C 3.349 2.214 4.714
N 1.932 2.096 4.382
C 1.070 3.084 4.717
C -0.230 2.966 4.362
C -0.598 1.768 3.687
N 0.266 0.950 3.122
C 1.580 1.106 3.416
O 2.521 0.450 2.925
N -1.921 1.469 3.604
H 3.693 1.323 5.250
H 3.471 3.104 5.334
H 3.935 2.308 3.788
H 1.499 3.913 5.291
H -0.989 3.662 4.702
H -2.576 2.067 4.076
H -2.201 0.498 3.473